C6H15O2 | the ωB97M-V functional and the def2-TZVPD basis

Last column: Mulliken charge in e.
Positions of all 23 atoms, in Å:
O 0.6375 0.7734 -3.8938  -0.64
O -1.0645 -1.6480 2.3787  -0.39
C -1.7350 0.2024 0.9262  -0.60
C 0.7243 -0.1727 0.4064  1.01
C -0.7112 0.0791 -0.2842  -0.69
C 1.3631 1.1428 0.9256  -1.58
C 1.6127 -0.7898 -0.5561  -1.60
C -1.9987 -1.1575 1.5961  -0.36
H 2.0524 -0.0215 -1.2054  0.29
H -2.9972 -1.1581 2.0275  0.41
H 2.4842 -1.2956 -0.1151  0.37
H 2.2380 0.9598 1.4936  0.40
H 0.6534 1.6536 1.6098  0.36
H 1.5135 1.7741 0.0968  0.42
H -2.7240 0.5389 0.5371  0.33
H -0.6528 1.1066 -0.7474  0.30
H -2.1275 -1.8075 0.6914  0.26
H 1.0791 -1.4834 -1.2051  0.43
H 0.5188 -0.8058 1.3411  0.19
H -0.9601 -0.8162 -0.8823  0.24
H 0.9686 0.4543 -3.0362  0.31
H 0.3545 1.5933 -3.6946  0.29
H -1.2291 0.8777 1.5900  0.26

The maximum force is 4.89 eV/Å. The total energy is -387.96865 hartree. Its relative energy (zero: lowest compared OMol25 entry of this formula, charge and spin) is 90.5 kJ/mol. The orbital gap (spin up / spin down) is 11.040 / 8.101 eV. Its net charge is 0. Its spin multiplicity is 2.